The following is a DFT calculation (ωB97M-V/def2-TZVPD) of 8 unconnected molecules or ions with the total composition C32H56N8 in a non-equilibrium geometry.

```
! RIJCOSX wB97M-V def2-TZVPD def2/J DEFGRID3
* xyz 0 1
H 3.134 -2.555 1.427
C -1.390 -0.860 2.726
H 1.764 4.006 -1.305
C 0.227 1.597 -3.413
H -0.553 1.399 2.751
H 1.579 -1.843 1.046
H -1.011 -0.133 2.008
N -2.753 3.540 -0.877
H -0.184 0.765 -1.477
H -0.677 -0.881 3.551
C 2.698 -2.427 4.416
H -0.122 0.855 -2.695
C 1.111 -2.133 -4.947
N -0.105 -5.202 -3.558
H -0.789 0.093 -6.338
C 0.049 0.585 3.155
N -1.198 2.155 1.640
H 1.651 2.913 2.606
C -0.678 2.736 -3.245
C -3.313 1.706 0.161
C -1.679 3.942 -0.986
C -0.336 4.443 -1.131
H 1.093 -2.107 -2.712
C 0.042 -0.242 0.450
H -4.287 0.237 1.195
H -1.915 0.778 -5.132
H 1.957 0.421 4.298
C 0.988 2.865 0.251
C 2.149 -2.332 1.836
C -3.458 -2.654 4.052
C 1.171 -3.644 -5.225
N -1.393 3.622 -3.076
N -0.895 -2.687 0.295
H -0.485 0.135 3.992
C -2.779 -0.379 3.300
C 2.566 1.277 1.567
N 5.140 -3.403 4.227
C -2.719 -0.794 -0.028
C 2.143 -1.593 3.192
H 3.097 2.339 3.309
H -2.650 -1.201 5.287
H -4.335 -0.971 4.721
H -4.644 0.145 -0.506
H -1.412 -1.779 2.141
H -4.039 2.474 0.428
H 1.224 1.855 -3.054
H 1.165 1.332 -0.572
H -2.016 -0.863 0.803
H 1.739 -0.769 -3.421
C 4.089 -2.943 4.324
H -3.217 -1.762 -0.072
H 1.119 -1.433 -1.882
H -2.925 1.905 -0.838
C 1.581 -0.482 -1.617
H -2.703 0.644 3.667
H -0.288 5.227 -0.375
C 0.628 0.421 -0.837
H -0.409 4.871 -2.131
H 1.100 -1.337 3.379
H 0.908 -3.864 -6.259
C -3.827 0.260 0.207
C -2.119 1.955 0.970
H -3.555 -0.418 2.535
C 1.340 1.156 3.782
C 0.271 1.155 -4.844
H 0.856 3.438 1.169
C 0.845 3.456 -1.101
H -2.119 -0.690 -0.932
H 2.182 -4.047 -5.167
H 2.716 -2.339 -3.432
C -0.941 0.312 -5.281
H 1.965 2.388 0.332
H 2.588 -0.600 3.137
C -0.475 -1.601 0.400
H 2.538 -1.794 5.289
N 2.858 0.769 0.587
C 0.426 -4.551 -4.309
H 2.000 -3.261 4.496
C 2.186 1.989 2.823
H 2.007 0.038 -2.475
H 1.615 -3.279 1.915
H -0.776 0.333 0.885
H 0.112 -0.195 2.396
C -3.319 -1.235 4.427
H 0.809 -0.239 1.224
H 0.312 2.051 -5.463
H 0.243 2.071 0.295
C 1.747 -1.852 -3.546
H -0.963 -0.606 -4.695
H 1.095 1.780 4.641
H 0.107 -1.712 -4.904
H 0.715 2.644 -1.817
H 2.455 -0.691 -1.001
H 1.243 0.679 -4.976
H 1.629 -1.626 -5.762
N -3.522 -3.747 3.709
*
```

Output
E_HOMO = -9.39 eV
gap between HOMO and LUMO = 9.64 eV

=====

The following is a DFT calculation (ωB97M-V/def2-TZVPD) of a single C2H2S molecule in a non-equilibrium geometry.

```
! RIJCOSX wB97M-V def2-TZVPD def2/J DEFGRID3
* xyz 0 1
C 0.022 -0.351 -0.447
C 0.076 0.456 0.529
H -0.167 -0.099 -1.493
H 0.055 -1.422 -0.300
S 0.013 1.416 1.711
*
```

Output
E_HOMO = -8.67 eV
gap between HOMO and LUMO = 8.65 eV

=====

The following is a DFT calculation (ωB97M-V/def2-TZVPD) of a molecular structure, C20H50Cl2F2N7O12S2Tl in a non-equilibrium geometry.

```
! RIJCOSX wB97M-V def2-TZVPD def2/J DEFGRID3
* xyz 2 1
O -0.393 0.779 -0.654
H 2.711 -5.988 -0.981
Cl 7.065 3.021 3.672
H 5.789 -4.321 0.288
H -3.048 4.667 0.297
N 0.674 -3.965 -2.696
C -2.528 6.656 -0.452
H 4.629 -3.047 -0.062
O 2.285 0.948 0.097
H -2.855 3.830 -2.044
H -3.297 -1.875 1.065
O 2.758 -1.123 -1.279
H -5.814 0.607 -1.943
H -4.583 0.778 0.330
C 1.623 2.694 -2.593
C 3.163 2.679 -2.443
N 0.690 2.034 2.819
H -1.807 -2.360 -3.387
C -3.111 -1.233 2.992
O -2.146 -4.949 -3.100
H -1.860 7.040 -1.222
H -4.954 0.777 -3.368
C 2.399 -5.369 -1.822
H -0.799 4.364 0.445
Cl 6.063 0.986 0.951
H -2.956 1.327 0.506
C -5.005 1.202 -2.366
C -3.655 1.054 -1.690
H -4.940 -3.871 -4.082
H 5.138 3.192 2.411
H -1.038 1.283 5.627
H -1.891 1.690 -2.005
C 3.994 -4.208 1.602
H -1.136 3.543 -1.010
H 0.988 -4.138 -3.639
H 6.049 0.315 3.257
H -4.503 -1.074 4.798
H -0.066 -3.282 -2.772
C -3.867 -0.493 4.130
O 0.196 0.032 3.679
C -2.943 -4.162 -3.449
H -4.491 0.287 3.696
C -2.801 -2.697 -3.092
H 1.407 3.475 -3.322
S 0.051 -0.603 -0.571
O 3.292 -3.486 2.261
F 3.486 -0.951 0.940
H -2.191 6.998 0.527
O 0.030 -1.360 -1.784
H -3.218 0.090 -1.954
N 3.880 1.907 -3.275
H 0.589 1.897 5.916
C -2.609 5.128 -0.588
C -3.819 1.384 -0.158
N -3.750 -1.405 1.836
H 4.547 0.670 2.723
C 5.501 2.502 3.173
H 2.123 -6.107 -2.575
H 3.105 -5.986 2.319
N 3.793 -5.547 1.724
C -0.227 1.868 5.193
H -4.173 2.414 -0.168
H -3.118 0.014 4.738
H -0.527 2.916 5.212
O -2.759 1.940 -2.329
H 5.692 -3.107 1.471
C -1.153 4.540 -0.571
H -3.501 7.148 -0.460
O 0.957 -3.978 -0.496
H 1.177 1.729 -2.833
C 5.075 -3.632 0.742
H 4.345 -6.236 1.233
H -4.134 -5.493 -4.132
H 1.216 3.038 -1.642
H -3.525 -2.205 -3.742
H -3.032 -2.573 -2.034
C 1.260 -4.372 -1.632
C 0.211 1.260 3.790
O -1.973 -1.661 3.080
H -4.751 -1.322 1.942
N 1.138 -1.197 0.682
F -1.276 -1.251 0.144
H 4.843 2.524 4.041
H 4.872 1.842 -3.452
O 3.746 3.343 -1.562
Tl 0.548 -2.971 2.767
H -0.513 5.164 -1.194
O -3.225 4.671 -1.764
H -5.193 2.275 -2.365
N -4.212 -4.529 -3.842
H 3.262 -4.808 -2.182
S 2.282 -0.530 -0.056
C 5.565 1.042 2.605
H 0.989 2.968 3.061
H 3.296 1.351 -3.884
H 0.874 1.579 1.936
*
```

Output
E_HOMO = -13.93 eV
gap between HOMO and LUMO = 1.82 eV

=====

What did the third record say?
The following is a DFT calculation (ωB97M-V/def2-TZVPD) of a molecular structure, C20H50Cl2F2N7O12S2Tl in a non-equilibrium geometry.

```
! RIJCOSX wB97M-V def2-TZVPD def2/J DEFGRID3
* xyz 2 1
O -0.393 0.779 -0.654
H 2.711 -5.988 -0.981
Cl 7.065 3.021 3.672
H 5.789 -4.321 0.288
H -3.048 4.667 0.297
N 0.674 -3.965 -2.696
C -2.528 6.656 -0.452
H 4.629 -3.047 -0.062
O 2.285 0.948 0.097
H -2.855 3.830 -2.044
H -3.297 -1.875 1.065
O 2.758 -1.123 -1.279
H -5.814 0.607 -1.943
H -4.583 0.778 0.330
C 1.623 2.694 -2.593
C 3.163 2.679 -2.443
N 0.690 2.034 2.819
H -1.807 -2.360 -3.387
C -3.111 -1.233 2.992
O -2.146 -4.949 -3.100
H -1.860 7.040 -1.222
H -4.954 0.777 -3.368
C 2.399 -5.369 -1.822
H -0.799 4.364 0.445
Cl 6.063 0.986 0.951
H -2.956 1.327 0.506
C -5.005 1.202 -2.366
C -3.655 1.054 -1.690
H -4.940 -3.871 -4.082
H 5.138 3.192 2.411
H -1.038 1.283 5.627
H -1.891 1.690 -2.005
C 3.994 -4.208 1.602
H -1.136 3.543 -1.010
H 0.988 -4.138 -3.639
H 6.049 0.315 3.257
H -4.503 -1.074 4.798
H -0.066 -3.282 -2.772
C -3.867 -0.493 4.130
O 0.196 0.032 3.679
C -2.943 -4.162 -3.449
H -4.491 0.287 3.696
C -2.801 -2.697 -3.092
H 1.407 3.475 -3.322
S 0.051 -0.603 -0.571
O 3.292 -3.486 2.261
F 3.486 -0.951 0.940
H -2.191 6.998 0.527
O 0.030 -1.360 -1.784
H -3.218 0.090 -1.954
N 3.880 1.907 -3.275
H 0.589 1.897 5.916
C -2.609 5.128 -0.588
C -3.819 1.384 -0.158
N -3.750 -1.405 1.836
H 4.547 0.670 2.723
C 5.501 2.502 3.173
H 2.123 -6.107 -2.575
H 3.105 -5.986 2.319
N 3.793 -5.547 1.724
C -0.227 1.868 5.193
H -4.173 2.414 -0.168
H -3.118 0.014 4.738
H -0.527 2.916 5.212
O -2.759 1.940 -2.329
H 5.692 -3.107 1.471
C -1.153 4.540 -0.571
H -3.501 7.148 -0.460
O 0.957 -3.978 -0.496
H 1.177 1.729 -2.833
C 5.075 -3.632 0.742
H 4.345 -6.236 1.233
H -4.134 -5.493 -4.132
H 1.216 3.038 -1.642
H -3.525 -2.205 -3.742
H -3.032 -2.573 -2.034
C 1.260 -4.372 -1.632
C 0.211 1.260 3.790
O -1.973 -1.661 3.080
H -4.751 -1.322 1.942
N 1.138 -1.197 0.682
F -1.276 -1.251 0.144
H 4.843 2.524 4.041
H 4.872 1.842 -3.452
O 3.746 3.343 -1.562
Tl 0.548 -2.971 2.767
H -0.513 5.164 -1.194
O -3.225 4.671 -1.764
H -5.193 2.275 -2.365
N -4.212 -4.529 -3.842
H 3.262 -4.808 -2.182
S 2.282 -0.530 -0.056
C 5.565 1.042 2.605
H 0.989 2.968 3.061
H 3.296 1.351 -3.884
H 0.874 1.579 1.936
*
```

Output
E_HOMO = -13.93 eV
gap between HOMO and LUMO = 1.82 eV